2 unconnected molecules or ions with the total composition C3H6O4 in a non-equilibrium geometry, computed with ωB97M-V with the def2-TZVPD basis set.

The geometry in XYZ format:
```
13
Properties=species:S:1:pos:R:3:forces:R:3:mulliken_charge:R:1
O 2.46525 -0.15974 0.20831 -0.044 0.334 -1.047 -0.569
O -1.40750 0.03498 -1.78826 -0.386 -0.410 0.747 -0.844
O 2.44346 2.08437 0.07454 0.248 1.027 -0.487 -0.467
O 0.66524 1.06229 0.75272 -0.230 0.306 -0.897 -0.395
C -1.91957 -0.47576 -0.64146 0.675 0.647 -0.853 -0.144
C 1.86029 0.89249 0.21358 0.294 -1.185 2.862 0.717
C -0.97839 -1.27868 0.20223 -0.104 -0.441 0.055 -1.052
H -1.24713 -1.52072 1.23632 0.021 -0.038 -0.121 0.448
H -2.37669 0.29731 0.03953 -0.033 -0.010 0.029 0.119
H -2.79275 -1.17760 -0.81471 -0.061 -0.126 0.082 0.236
H 3.40096 1.97431 0.13099 -0.180 -0.339 -0.317 0.336
H 0.15408 0.21275 0.68631 -0.066 -0.108 -0.232 0.274
H -0.26724 -1.94600 -0.30010 -0.134 0.344 0.180 0.340
```
Forces are in eV/Å.

Computed properties:
Multiplicity: 2
HOMO-LUMO gap (spin up / spin down): 5.79 / 5.76 eV
Net charge: -1
Total energy: -11396.5607 eV
Highest occupied orbital energy (spin up / spin down): -2.536 / -2.535 eV

***

2 unconnected molecules or ions with the total composition C2H7O2 in a non-equilibrium geometry, computed with ωB97M-V with the def2-TZVPD basis set.

The geometry in XYZ format:
```
11
Properties=species:S:1:pos:R:3:forces:R:3:mulliken_charge:R:1
O 0.32613 -1.80766 -1.32268 -0.020 -0.407 0.458 -0.809
O 0.99520 -0.57626 0.74084 -1.147 -0.115 -0.437 -0.822
C -0.42691 1.14952 -0.24456 1.076 1.475 0.502 -0.905
C -0.04937 0.32344 0.94965 0.969 -1.044 0.977 -0.440
H -0.76415 0.61405 -1.09288 -0.020 -0.958 -0.855 0.350
H 0.32141 1.03081 1.72734 -0.605 0.022 0.015 0.249
H 0.74903 -2.68216 -1.37190 -0.226 0.601 0.235 0.210
H -0.97994 -0.15922 1.33063 0.141 -0.047 0.159 0.253
H -1.28756 1.78426 0.05142 0.686 0.419 -0.177 0.279
H 0.56307 1.66328 -0.47204 -1.552 0.047 -0.238 0.197
H 0.55310 -1.34005 -0.29582 0.699 0.007 -0.638 0.439
```
Forces are in eV/Å.

Computed properties:
HOMO-LUMO gap: 8.05 eV
Net charge: -1
Total energy: -6282.3225 eV
Highest occupied orbital energy: -3.295 eV

***

5 unconnected molecules or ions with the total composition C36H72BFINO in a non-equilibrium geometry, computed with ωB97M-V with the def2-TZVPD basis set.

The geometry in XYZ format:
```
113
Properties=species:S:1:pos:R:3:forces:R:3:mulliken_charge:R:1
I -3.05765 -5.16460 -0.25570 -0.124 0.127 0.137 -0.088
F -8.05388 -0.61821 -0.09019 -0.208 0.060 -0.033 -0.378
O -1.58383 -4.59464 4.23419 0.613 -0.207 0.704 -0.565
N -2.00227 -2.70661 2.95680 0.437 -0.012 0.367 -0.029
C 1.10124 -2.26618 0.09823 -0.396 -0.159 0.336 -0.579
C -6.82366 4.31385 -0.76574 -0.009 -0.065 0.082 -1.257
C -2.30881 -4.00454 3.49527 -0.432 -0.173 -0.827 0.303
C 7.59416 0.83171 -1.44754 -0.047 -0.080 0.059 -1.293
C 6.00793 1.61762 4.33366 -0.007 0.005 -0.063 -0.603
C -6.80814 -2.62262 0.27674 0.134 0.240 -0.557 -0.711
C 0.94353 -3.48589 0.75414 0.056 0.395 -0.214 -1.119
C -1.44559 -1.70863 -3.19455 0.039 -0.023 -0.080 -0.783
C 4.31334 -0.30756 4.08672 -0.065 0.079 -0.084 -0.522
C 4.29783 -0.30106 2.56139 0.017 -0.123 0.042 -0.876
C -1.28961 1.58833 -4.97307 0.087 0.093 -0.008 -0.715
C 2.86079 1.08419 -0.84877 0.067 0.054 0.161 -0.555
C 0.15117 0.27807 -3.27564 0.077 -0.039 -0.119 0.984
C 4.10662 1.95495 -0.72455 -0.110 0.030 -0.054 -0.129
C -0.12765 2.10379 -5.81765 -0.073 -0.065 -0.029 -1.290
C 5.36647 0.88619 -2.69564 -0.043 -0.033 -0.010 -0.575
C -3.64313 -4.58632 3.09377 -0.426 0.790 0.201 -1.101
C -0.91762 -2.63890 2.01447 -0.107 0.395 -0.344 0.749
C -4.52724 -3.66725 2.24018 -0.097 -1.060 -0.192 -0.492
C -0.91487 1.34456 -3.51323 -0.076 0.017 0.082 0.622
C -0.19318 -1.10440 -3.82597 -0.066 -0.051 0.124 -0.919
C 6.32072 0.07703 -1.81836 0.076 0.033 -0.050 -0.148
C -3.77425 0.61515 -0.54410 -0.061 0.045 -0.034 -0.438
C 7.18507 0.71986 4.71070 0.020 0.058 0.085 -0.362
C 4.63019 1.05851 4.69288 0.018 -0.013 0.073 -0.746
C 7.30071 0.46704 6.21120 0.036 -0.064 -0.079 -1.225
C -4.34799 3.69395 -0.67815 0.032 -0.051 0.055 -0.855
C -6.88558 -1.11921 0.48340 -0.076 0.009 0.136 0.894
C 0.21613 -1.23522 0.38907 -0.174 -0.189 0.396 -0.218
C -5.66781 3.79526 0.08494 -0.022 0.094 -0.053 -0.355
C -5.45659 -3.10502 -0.31035 -0.513 -0.566 0.756 -0.495
C -0.77711 -1.42438 1.33942 0.102 -0.132 -0.094 -0.709
C -0.05516 -3.68245 1.70550 0.087 0.086 -0.152 -0.397
C -4.36225 2.72706 -1.86280 -0.025 0.007 -0.034 -0.302
C -4.74243 1.28642 -1.51760 0.160 -0.033 0.016 -0.454
C 4.83240 2.16620 -2.05127 0.064 0.022 0.008 -0.968
B -4.50655 -3.85743 0.69114 0.359 0.505 -0.315 0.143
H -4.34212 -2.62170 2.47042 0.060 0.229 -0.045 0.479
H 1.88647 -2.12238 -0.62475 0.128 -0.038 -0.136 0.481
H 5.65530 2.86961 -1.89618 0.009 -0.013 -0.014 0.378
H 0.31635 0.19618 -2.19814 0.012 -0.030 -0.019 -1.057
H 6.42391 -0.05066 6.60269 -0.007 0.012 0.011 0.285
H -3.74873 1.12982 0.41840 0.003 0.000 0.017 0.332
H -1.33081 -1.79696 -2.11139 -0.018 0.012 0.012 0.042
H -6.06430 -0.60617 -0.00855 0.038 0.017 0.052 -0.705
H 7.41081 1.40686 6.75611 -0.032 0.003 0.016 0.297
H -4.76657 0.70565 -2.44399 -0.041 -0.014 -0.010 0.319
H -6.59556 5.30243 -1.16937 0.009 -0.005 -0.033 0.309
H 5.27248 -0.03433 2.14755 -0.007 0.016 -0.007 0.202
H 7.37759 1.72790 -0.86413 0.006 0.014 -0.010 0.283
H -7.09455 -3.15219 1.17852 0.022 -0.108 0.153 0.268
H -2.75919 0.60244 -0.94708 0.018 -0.003 0.024 0.292
H -1.47756 -0.63069 1.55214 -0.102 0.101 0.038 0.333
H 8.25508 0.20371 -0.84845 0.021 0.018 -0.007 0.394
H 5.87736 1.15284 -3.62620 0.018 -0.011 0.003 0.440
H -5.52504 4.46843 0.93421 0.003 -0.026 0.023 0.415
H 3.10361 0.07796 -1.19621 -0.031 0.000 -0.020 0.059
H 6.59451 -0.83487 -2.35537 -0.018 -0.019 0.019 0.418
H 4.52820 0.24694 -2.98832 -0.008 0.018 -0.001 0.165
H -5.04794 3.09908 -2.62915 -0.004 -0.006 0.013 0.457
H -3.48445 -5.55899 2.64347 0.122 -0.155 -0.128 0.339
H 0.26374 3.03844 -5.41046 0.025 -0.008 0.011 0.304
H -0.14888 -4.64003 2.18908 0.010 -0.107 0.117 0.452
H 6.04987 1.82303 3.25999 -0.015 0.001 0.003 0.191
H -1.63649 -2.70664 -3.59155 -0.021 -0.010 0.032 0.453
H -5.93430 2.82317 0.50935 0.015 -0.017 0.005 0.146
H -5.56522 -3.84179 2.53675 -0.179 0.036 -0.016 0.327
H 1.62913 -4.28168 0.50832 -0.003 -0.222 0.088 0.441
H 0.65230 -1.77214 -3.63868 0.008 0.000 -0.025 0.446
H -0.31189 -1.06111 -4.91215 0.017 0.020 -0.006 0.367
H -3.55692 3.40475 0.02000 0.010 -0.005 -0.012 0.294
H -6.92129 -0.83669 1.53324 0.118 0.050 0.133 0.240
H -0.44809 2.29348 -6.84293 0.024 0.020 -0.002 0.414
H 7.11506 -0.23541 4.18343 -0.012 0.007 -0.023 0.243
H 0.69181 1.38451 -5.85891 0.011 0.005 0.010 0.273
H 5.81092 -0.24856 -0.90694 -0.024 -0.005 -0.011 0.015
H 8.14134 1.13415 -2.34275 -0.005 0.036 0.000 0.327
H 4.15249 2.65355 -2.75757 -0.020 -0.003 0.015 0.398
H 4.03560 -1.28758 2.17527 -0.023 0.024 -0.046 0.416
H 5.02670 -1.05566 4.44246 0.004 0.010 0.031 0.303
H 3.87034 1.77621 4.36739 -0.013 -0.013 -0.013 0.358
H -0.56839 2.28663 -3.07370 -0.006 0.016 -0.014 0.560
H -1.78091 -2.11650 3.75417 0.083 0.106 -0.073 0.321
H 8.17144 -0.15148 6.43314 -0.001 0.010 0.028 0.380
H -5.75535 1.25055 -1.10708 -0.028 0.052 -0.055 0.448
H 2.14586 1.52438 -1.54600 0.021 -0.013 -0.052 0.204
H -1.68934 0.67361 -5.41883 -0.015 -0.013 0.023 0.308
H -2.33157 -1.10238 -3.39427 -0.011 0.006 0.007 0.152
H -4.07288 4.68751 -1.04554 -0.012 0.006 0.003 0.496
H -4.06816 -0.41973 -0.35491 0.180 0.082 0.006 -0.341
H -1.81564 1.07112 -2.95656 -0.016 0.015 -0.023 -0.986
H -5.66533 -3.80203 -1.11821 0.078 0.047 -0.286 0.341
H 4.78465 1.51811 0.01368 0.019 0.022 -0.003 -0.187
H 3.81222 2.93162 -0.33096 0.038 -0.001 0.034 0.446
H -7.73411 4.39781 -0.17100 -0.009 0.013 -0.023 0.396
H -3.36966 2.72994 -2.32436 -0.001 -0.010 0.005 -0.193
H -7.57890 -2.83799 -0.45844 -0.158 -0.058 -0.060 0.400
H 8.10625 1.19302 4.36075 0.004 -0.021 -0.025 0.393
H -4.93437 -2.25656 -0.75095 0.221 -0.049 -0.167 0.278
H 0.26756 -0.27985 -0.10677 0.152 0.100 -0.104 0.411
H 4.53343 0.99431 5.78039 0.014 0.012 -0.002 0.349
H 3.56135 0.41189 2.18432 0.022 0.023 -0.016 0.169
H 1.10694 0.60108 -3.69971 -0.016 0.032 -0.002 0.432
H -7.04047 3.64818 -1.60234 -0.001 0.008 -0.009 0.294
H 3.33161 -0.62606 4.44684 0.016 -0.034 0.018 0.320
H -2.09911 2.32291 -5.00328 -0.032 -0.034 -0.004 0.415
H 2.36579 0.98671 0.11905 -0.020 -0.037 -0.018 0.368
H 6.12847 2.58685 4.82785 0.015 -0.002 0.008 0.407
H -4.14784 -4.77725 4.04011 0.013 -0.118 0.163 0.341
```
Forces are in eV/Å.

Computed properties:
SMILES: O=C(CCB(I)CCCF)Nc1ccccc1.CCCCCC.CCCCCC.CCCCCC.CCCCCC
HOMO-LUMO gap: 9.14 eV
Net charge: 0
Total energy: -53533.8246 eV
Highest occupied orbital energy: -8.779 eV

***

A molecular structure, C20H24AsCl2N4O9OsP3S4, computed with ωB97M-V with the def2-TZVPD basis set.

The geometry in XYZ format:
```
68
Properties=species:S:1:pos:R:3:forces:R:3:mulliken_charge:R:1
Os 0.20981 0.56329 2.78172 0.046 0.051 -0.013 3.457
As -1.50009 -0.09314 5.49687 0.224 0.105 -0.117 0.275
Cl -0.53722 0.86723 -3.63110 -0.017 0.010 -0.004 -0.155
Cl 2.47262 -2.63952 -0.81504 0.009 -0.032 0.031 -0.182
S 0.15640 -1.12838 4.32098 -0.004 0.108 0.089 -0.444
S -0.91927 0.32962 7.43590 -0.049 -0.043 0.062 -0.483
S -3.35931 -0.94648 5.06163 -0.077 -0.074 -0.029 -0.527
S -1.19949 1.71829 4.13977 -0.038 0.009 -0.108 -0.479
P 3.23862 1.49245 3.83826 0.161 -0.035 -0.351 0.534
P -1.82213 -0.56921 1.34174 -0.076 -0.102 -0.055 1.229
P 3.10797 -0.82708 2.05220 0.049 0.082 -0.133 0.401
O 3.49423 -0.08686 3.39099 -0.106 -0.091 0.129 -0.306
O -0.19588 1.81996 1.16037 -0.113 -0.017 0.081 -0.852
O 3.94133 0.03047 0.93846 -0.027 -0.028 -0.002 -0.509
O 4.59291 2.17365 3.26583 -0.065 -0.003 -0.017 -0.580
O -0.43274 2.79092 -0.81352 -0.024 0.000 -0.046 -0.751
O 3.53892 -2.23328 2.03308 -0.028 0.027 -0.024 -0.775
O 3.20975 1.57498 5.29642 0.018 0.075 -0.020 -0.720
O 2.11765 1.95175 2.92332 -0.054 -0.064 0.388 -0.390
O 1.63013 -0.52532 1.70495 0.002 -0.037 0.060 -0.631
N -3.89248 -2.29615 0.70662 -0.035 -0.023 -0.004 0.124
N -4.41727 0.10632 0.67694 -0.032 -0.007 -0.024 0.080
N 1.50297 0.09346 -1.56217 -0.093 -0.195 0.003 1.539
N -3.07085 -0.87872 -1.12241 0.003 -0.022 -0.016 0.240
C 3.53974 3.32225 -3.28903 -0.006 0.050 0.071 -0.727
C -4.85283 -1.24103 1.03751 0.005 0.012 0.011 -0.911
C 3.38465 2.14608 -3.99896 -0.011 -0.076 -0.029 -0.730
C 3.02409 3.40829 -1.99943 0.035 0.049 -0.082 -0.864
C -0.56278 -1.78134 -4.00974 0.019 -0.016 0.018 -0.593
C 2.72379 1.06919 -3.42381 0.007 0.024 -0.036 -0.770
C 0.01828 -0.73698 -3.31353 -0.007 -0.005 -0.013 1.680
C -0.21416 -3.08908 -3.71255 -0.025 -0.013 -0.014 -0.574
C 0.98294 -0.95468 -2.31620 0.043 0.086 0.037 -1.712
C -3.29294 0.53580 1.51768 0.029 0.024 -0.011 -1.009
C 0.27958 2.35259 0.07427 0.137 0.029 0.062 0.167
C 1.80433 2.45544 -0.01645 -0.094 -0.084 0.008 -0.005
C -2.69116 -2.19384 1.54921 0.028 0.033 0.014 -1.232
C -3.56089 -2.18982 -0.71061 0.000 0.009 0.008 -1.070
C 2.19262 1.16730 -2.14236 0.099 0.143 0.010 0.759
C -4.05992 0.12664 -0.73864 -0.013 0.012 0.021 -1.006
C 0.72458 -3.34302 -2.72834 0.024 -0.002 0.014 -0.560
C -1.76785 -0.59098 -0.50729 0.032 0.022 -0.011 -0.925
C 1.32357 -2.28853 -2.05686 -0.079 -0.007 -0.040 0.801
C 2.34524 2.35549 -1.40967 -0.038 -0.072 0.028 0.330
H -1.06161 -1.36562 -0.81664 -0.002 0.033 -0.008 0.039
H 4.05596 4.16637 -3.72954 -0.004 0.005 0.012 0.370
H -2.97987 1.54490 1.24022 -0.005 -0.001 0.004 0.339
H 2.24264 1.70189 0.63204 0.021 0.012 -0.003 -0.608
H -0.68877 -3.90916 -4.23530 0.007 -0.001 -0.005 0.362
H 2.61287 0.14306 -3.97541 0.001 0.006 0.000 0.458
H -1.99781 -2.99917 1.29096 -0.006 -0.002 0.000 0.443
H 2.07565 3.41596 0.42525 0.001 0.011 0.025 0.718
H 1.69922 -0.11522 -0.58683 0.025 0.051 -0.012 -0.931
H 3.78371 2.05496 -5.00238 -0.005 -0.010 0.001 0.380
H -4.96907 -0.06239 -1.31887 0.001 0.006 -0.005 0.313
H -5.05131 -1.27149 2.11020 0.002 0.004 -0.001 0.462
H -5.78006 -1.45169 0.49484 0.002 -0.007 -0.005 0.279
H -1.31862 -1.55738 -4.74916 -0.001 0.006 -0.002 0.396
H -4.46857 -2.40427 -1.28440 -0.002 0.002 0.001 0.344
H -1.40165 0.37593 -0.86295 0.017 -0.033 0.007 0.339
H -2.80539 -2.94018 -0.95756 0.003 -0.009 -0.001 0.388
H 4.35871 -0.58976 0.33004 0.035 0.020 0.026 0.298
H 1.00553 -4.35466 -2.46941 0.005 0.004 0.003 0.422
H -3.59319 0.54575 2.56668 0.001 -0.010 -0.003 0.486
H 3.13528 4.32716 -1.43503 0.000 -0.003 0.004 0.414
H -3.67299 1.11486 -0.99432 0.004 0.000 0.002 0.453
H -2.96396 -2.30847 2.59951 0.008 0.010 0.004 0.316
H 4.57581 2.12064 2.30109 0.029 -0.006 0.013 0.373
```
Forces are in eV/Å.

Computed properties:
Multiplicity: 5
HOMO-LUMO gap (spin up / spin down): 6.15 / 6.26 eV
Net charge: -2
Total energy: -205088.9155 eV
Highest occupied orbital energy (spin up / spin down): -2.310 / -3.008 eV

***

2 unconnected molecules or ions with the total composition C5H3NO in a non-equilibrium geometry, computed with ωB97M-V with the def2-TZVPD basis set.

The geometry in XYZ format:
```
10
Properties=species:S:1:pos:R:3:forces:R:3:mulliken_charge:R:1
O -1.40576 1.22324 -2.24022 0.680 -1.689 0.530 -0.423
N -2.46715 -0.22047 -0.78295 -1.337 -1.215 1.054 -0.407
C 0.91314 -0.36366 2.17577 0.907 1.636 -4.273 0.010
C 1.02348 0.10182 1.04331 0.077 -1.407 1.930 -0.115
C 1.86237 0.00911 -0.40486 -0.246 0.797 -0.763 -0.141
C -1.71914 0.35906 -1.49454 0.115 4.535 -2.990 0.564
C 0.74498 0.59319 -0.32944 0.227 0.071 -0.461 -0.552
H 2.83898 -0.20517 -0.79706 0.111 -0.391 0.629 0.371
H -2.23293 -0.96490 -0.20950 0.351 -1.519 1.209 0.269
H 0.44203 -0.53222 3.03950 -0.885 -0.818 3.134 0.423
```
Forces are in eV/Å.

Computed properties:
HOMO-LUMO gap: 9.03 eV
Net charge: 0
Total energy: -8763.9963 eV
Highest occupied orbital energy: -9.658 eV

***

A molecular structure, BrFH2NO4PS in a non-equilibrium geometry, computed with ωB97M-V with the def2-TZVPD basis set.

The geometry in XYZ format:
```
11
Properties=species:S:1:pos:R:3:forces:R:3:mulliken_charge:R:1
Br 0.71322 1.95225 1.68630 -0.134 -0.195 0.037 0.099
S 1.49921 -0.14040 -0.34401 0.394 -6.545 -3.793 1.103
P -1.31602 0.00636 0.50440 -3.430 -1.416 0.366 0.493
F 2.99434 0.75223 -0.42630 -3.400 -1.310 0.490 -0.255
O 1.08882 -0.57204 -1.80493 1.737 2.821 6.030 -0.492
O 1.75918 -1.40696 0.53431 -0.665 5.883 -2.451 -0.484
O -2.44367 0.73759 -0.65769 2.989 -0.126 1.448 -0.515
O -1.22780 -1.67161 0.04263 0.330 2.137 0.880 -0.508
N 0.21016 0.88535 0.23265 2.826 -1.079 -1.407 -0.159
H -2.24964 1.73001 -0.60470 -0.338 -1.860 -0.170 0.336
H -1.02780 -2.27278 0.83733 -0.309 1.691 -1.429 0.382
```
Forces are in eV/Å.

Computed properties:
HOMO-LUMO gap: 8.52 eV
Net charge: 0
Total energy: -102593.0795 eV
Highest occupied orbital energy: -10.030 eV